1.
The following is a DFT calculation (the ωB97M-V functional and the def2-TZVPD basis) of C11H11N3O3 in the gas phase.

XYZ file:
```
28
Properties=species:S:1:pos:R:3:lowdin_charge:R:1
C 1.30 -2.54 -3.78 -0.0067
C 1.74 -1.59 -2.73 -0.5141
O 2.86 -1.11 -2.79 0.0737
N 0.90 -1.12 -1.77 0.0992
C 1.26 -0.47 -0.61 0.0945
C 0.22 0.07 0.31 -0.0504
C -1.20 0.17 -0.03 -0.3316
O -1.54 -0.20 -1.15 0.0359
N -2.19 0.88 0.70 -0.0018
C -3.43 1.42 0.16 -0.0130
C -1.73 1.21 1.96 -0.3786
O -2.60 1.69 2.68 0.0695
C -0.34 1.13 2.47 -0.0864
C 0.03 1.64 3.74 -0.1959
N 0.31 2.16 4.74 0.1770
C 0.65 0.60 1.59 -0.1272
C 2.08 0.42 2.15 -0.0223
H 1.33 -3.65 -3.54 0.1064
H 1.87 -2.50 -4.71 0.0854
H 0.22 -2.24 -4.09 0.1178
H -0.12 -1.39 -1.85 0.1559
H 2.33 -0.38 -0.43 0.1338
H -3.36 2.51 0.39 0.1026
H -4.30 0.98 0.73 0.1114
H -3.67 1.38 -0.96 0.1165
H 2.29 -0.62 1.96 0.0798
H 2.20 0.63 3.23 0.0854
H 2.86 0.93 1.60 0.0834
```

Results
LUMO energy, Ha: -0.054
E_HOMO, eV: -8.83
SMILES: CC(=O)N/C=C1\C(=O)N(C)C(=O)C(C#N)=C1C
HOMO-LUMO gap, Ha: 0.270
Energy relative to the best compared isomer or geometry (same formula, charge and spin), kcal per mole: 44.6
Energy, Eh: -815.72423

---

2.
The following is a DFT calculation (the ωB97M-V functional and the def2-TZVPD basis) of C4H8N2S2 in the gas phase.

XYZ file:
```
16
Properties=species:S:1:pos:R:3:lowdin_charge:R:1
H 0.86 2.93 0.13 0.0264
N 0.15 2.25 -0.06 0.0541
C 0.61 1.02 0.02 -0.6952
N 1.89 0.51 0.05 -0.0645
C 2.38 -0.89 0.04 -0.3576
C 3.88 -0.87 0.05 -0.1368
S -0.45 -0.42 -0.16 0.9234
C -2.05 0.28 0.13 -1.0065
S -3.41 -0.62 0.05 0.5851
H 2.68 1.25 -0.05 0.1726
H 2.01 -1.49 0.88 0.1069
H 2.04 -1.50 -0.79 0.0896
H 4.44 -1.88 -0.05 0.0984
H 4.22 -0.32 1.05 0.1048
H 4.36 -0.21 -0.81 0.1043
H -1.95 1.36 0.17 -0.0050
```

Results
LUMO energy, Ha: -0.009
E_HOMO, eV: -8.67
SMILES: [H]/N=C(\NCC)SC=S
HOMO-LUMO gap, Ha: 0.309
Energy relative to the best compared isomer or geometry (same formula, charge and spin), kcal per mole: 33.5
Energy, Eh: -1063.04242

---

3.
The following is a DFT calculation (the ωB97M-V functional and the def2-TZVPD basis) of C5H10N2O3S in the gas phase.

XYZ file:
```
21
Properties=species:S:1:pos:R:3:lowdin_spin:R:1
C 1.74 -1.31 1.01 0.5908
C 0.45 -0.61 1.37 0.1498
C -0.93 0.36 -0.41 0.0029
C -1.10 1.35 -1.49 0.0015
C 0.95 1.63 0.74 0.0105
N 1.95 -1.67 -0.23 1.0449
N 0.07 0.49 0.47 0.0291
O -1.82 -2.00 0.40 0.0055
O -2.99 -0.81 -1.43 0.0017
O -0.61 -1.64 -1.71 0.0125
S -1.75 -1.26 -0.82 0.0009
H 2.40 -1.43 1.78 0.0584
H -0.33 -1.32 1.26 0.0195
H 0.56 -0.38 2.44 0.0087
H -1.96 0.92 -2.02 0.0001
H -0.26 1.41 -2.06 0.0001
H -1.24 2.27 -0.92 0.0003
H 1.23 1.73 1.84 0.0016
H 1.83 1.29 0.28 0.0048
H 0.58 2.57 0.39 0.0002
H 1.24 -1.61 -0.86 0.0562
```

Results
LUMO energy (spin up / spin down), Ha: -0.018 / -0.092
E_HOMO (spin up / spin down), eV: -6.35 / -10.24
HOMO-LUMO gap (spin up / spin down), Ha: 0.215 / 0.285
2S+1: 3
Energy relative to the best compared isomer or geometry (same formula, charge and spin), kcal per mole: 17.8
Energy, Eh: -929.70200

---

4.
The following is a DFT calculation (the ωB97M-V functional and the def2-TZVPD basis) of 2 unconnected molecules or ions with the total composition C32H36BF3O4.

XYZ file:
```
76
Properties=species:S:1:pos:R:3:lowdin_charge:R:1
C -2.79 -3.18 -0.52 -0.0358
C -2.16 -1.80 -0.44 -0.4341
C -2.81 -0.96 -1.52 -0.0073
C -2.13 -1.22 1.05 -0.4407
C -2.28 0.28 1.21 -0.0050
C -3.16 -1.87 1.96 -0.0161
O -0.81 -1.51 1.53 0.0463
B -0.06 -1.99 0.42 -0.8763
C 1.54 -1.89 0.29 -0.1402
C 2.35 -1.89 1.43 -0.0441
C 3.74 -1.89 1.33 -0.0227
C 4.31 -1.96 0.05 -0.1528
C 5.80 -2.10 -0.10 -0.5211
F 6.11 -3.17 -0.90 0.1112
F 6.35 -0.99 -0.68 0.1029
F 6.43 -2.28 1.10 0.1032
C 3.53 -1.94 -1.10 -0.0097
C 2.13 -1.92 -0.97 -0.0425
C 0.08 -3.66 1.05 -0.1613
C -0.34 -4.80 0.19 -0.1891
C 1.05 -4.75 0.72 -0.1537
O -0.77 -1.95 -0.79 0.0584
H -3.88 -3.13 -0.38 0.0947
H -2.59 -3.59 -1.52 0.0976
H -2.37 -3.86 0.22 0.0628
H -3.81 -0.61 -1.23 0.0968
H -2.17 -0.12 -1.78 0.0532
H -2.92 -1.59 -2.43 0.0948
H -3.03 0.73 0.56 0.0843
H -2.58 0.51 2.24 0.0930
H -1.30 0.75 1.08 0.0648
H -4.17 -1.58 1.62 0.0971
H -3.10 -2.96 1.95 0.0820
H -3.01 -1.51 2.98 0.0923
H 1.88 -1.87 2.42 0.1338
H 4.37 -1.83 2.22 0.1194
H 4.00 -1.98 -2.08 0.1231
H 1.54 -1.94 -1.89 0.1199
H -0.24 -3.68 2.09 0.1256
H -0.99 -5.55 0.65 0.0998
H -0.49 -4.63 -0.88 0.1038
H 1.86 -4.57 0.03 0.0952
H 1.25 -5.48 1.51 0.0949
C 3.94 5.12 2.78 -0.0512
O 4.09 3.71 2.53 -0.0436
C 3.23 3.14 1.66 -0.2094
C 3.31 1.74 1.46 0.0486
C 2.45 1.14 0.59 0.0372
C 1.40 1.82 -0.08 -0.1534
C 0.29 1.12 -0.64 0.1620
C -0.83 1.96 -1.04 -0.2199
C -1.43 1.99 -2.33 0.0372
C -2.67 2.60 -2.50 -0.1429
C -3.30 3.24 -1.41 -0.2120
O -4.62 3.50 -1.58 0.0015
C -4.96 3.09 -2.96 -0.1016
C -3.70 2.45 -3.58 -0.0900
C -2.61 3.46 -0.21 0.0193
C -1.39 2.86 -0.06 -0.0579
C 1.50 3.25 -0.03 0.0004
C 2.31 3.89 0.87 0.0052
H 4.79 5.36 3.41 0.0986
H 3.99 5.69 1.84 0.0932
H 2.99 5.32 3.29 0.1069
H 4.06 1.17 2.00 0.1344
H 2.50 0.07 0.43 0.0745
H 0.36 0.07 -0.93 0.1268
H -0.94 1.50 -3.18 0.1437
H -5.80 2.39 -2.92 0.1267
H -5.27 3.98 -3.51 0.1233
H -3.39 2.97 -4.49 0.1221
H -3.89 1.40 -3.83 0.1244
H -3.10 4.03 0.57 0.1292
H -0.83 3.04 0.86 0.1281
H 0.86 3.86 -0.67 0.1296
H 2.26 4.97 0.97 0.1109
```

Results
LUMO energy, Ha: -0.096
E_HOMO, eV: -6.11
HOMO-LUMO gap, Ha: 0.129
Energy relative to the best compared isomer or geometry (same formula, charge and spin), kcal per mole: 7.8
Energy, Eh: -1866.27888

---

5.
The following is a DFT calculation (the ωB97M-V functional and the def2-TZVPD basis) of 13 unconnected molecules or ions with the total composition C26H78O26.

XYZ file:
```
130
Properties=species:S:1:pos:R:3:lowdin_charge:R:1
C 0.70 -4.66 2.40 -0.2368
C 1.54 -4.20 1.20 -0.2071
O 2.91 -4.68 1.24 -0.0851
O 1.18 -4.09 3.60 -0.0542
H 0.72 -5.75 2.41 0.1181
H -0.37 -4.47 2.34 0.1068
H 1.57 -3.11 1.15 0.0958
H 1.24 -4.53 0.20 0.0998
H 3.39 -4.33 2.00 0.0720
H 0.51 -3.45 3.83 0.0355
C 3.85 0.48 -3.25 -0.2265
C 2.31 0.43 -3.20 -0.1941
O 1.78 -0.21 -4.39 -0.0691
O 4.21 1.49 -4.16 -0.0723
H 4.28 -0.44 -3.64 0.1200
H 4.30 0.69 -2.28 0.1082
H 1.81 1.38 -3.00 0.1062
H 2.12 -0.23 -2.35 0.0863
H 2.21 -1.07 -4.48 0.0783
H 3.86 1.30 -5.03 0.0950
C -4.11 -3.48 1.01 -0.2051
C -5.10 -4.54 0.43 -0.2149
O -4.51 -5.19 -0.70 -0.0707
O -2.85 -4.00 1.48 -0.0971
H -4.62 -2.91 1.80 0.1109
H -3.79 -2.83 0.20 0.1016
H -5.97 -4.00 0.05 0.1153
H -5.47 -5.22 1.20 0.1124
H -3.74 -5.62 -0.32 0.0656
H -2.28 -4.11 0.71 0.0120
C -2.14 -4.36 -2.96 -0.2222
C -1.04 -3.96 -1.94 -0.2407
O -1.19 -4.54 -0.72 -0.0738
O -2.09 -5.75 -3.21 -0.0517
H -1.93 -3.95 -3.95 0.1265
H -3.11 -3.97 -2.65 0.1144
H -1.08 -2.87 -1.92 0.1082
H -0.07 -4.29 -2.32 0.1285
H -0.86 -5.44 -0.73 0.1122
H -2.21 -6.15 -2.34 0.0645
C -1.66 5.67 -0.95 -0.2197
C -1.43 4.69 0.24 -0.2160
O -0.93 3.49 -0.31 -0.1123
O -0.39 6.00 -1.48 -0.0815
H -2.01 6.59 -0.48 0.1093
H -2.36 5.27 -1.68 0.1167
H -2.37 4.37 0.70 0.1042
H -0.71 5.05 0.97 0.1191
H -0.08 3.71 -0.71 0.0301
H -0.18 5.47 -2.27 0.0184
C -2.43 1.31 3.76 -0.1682
C -3.38 0.65 2.75 -0.1796
O -3.44 1.46 1.56 -0.0728
O -1.07 0.82 3.55 -0.1102
H -2.76 1.23 4.79 0.1176
H -2.23 2.37 3.58 0.1237
H -4.37 0.64 3.20 0.1222
H -3.12 -0.40 2.59 0.1176
H -4.26 1.97 1.54 0.0996
H -0.50 1.33 4.13 0.0841
C 2.05 -0.04 2.77 -0.2480
C 2.11 1.44 2.35 -0.1781
O 2.83 1.64 1.11 -0.0877
O 3.18 -0.37 3.50 -0.0488
H 1.92 -0.59 1.84 0.1063
H 1.16 -0.14 3.39 0.0863
H 2.51 2.05 3.16 0.1251
H 1.09 1.80 2.19 0.1033
H 2.96 0.76 0.75 0.0424
H 3.98 -0.36 2.95 0.0286
C -0.45 3.54 -3.73 -0.2210
C -0.60 2.96 -5.14 -0.2203
O -1.60 3.73 -5.80 -0.0534
O 0.02 4.87 -3.81 -0.0598
H 0.24 2.97 -3.10 0.1033
H -1.43 3.52 -3.26 0.1062
H -1.05 1.97 -5.07 0.1130
H 0.38 2.82 -5.61 0.1214
H -1.21 4.48 -6.24 0.0850
H 0.92 4.87 -4.15 0.1131
C 5.86 -0.36 0.99 -0.1839
C 4.98 -1.51 0.43 -0.1860
O 3.76 -0.95 -0.04 -0.0930
O 5.58 -0.14 2.36 -0.0706
H 5.56 0.57 0.51 0.1180
H 6.93 -0.55 0.91 0.1261
H 4.76 -2.25 1.20 0.1174
H 5.43 -2.01 -0.43 0.1223
H 3.31 -1.71 -0.42 0.0859
H 6.45 -0.10 2.76 0.1060
C -1.10 -1.01 0.35 -0.1876
C -0.09 -0.56 -0.68 -0.2767
O 0.27 0.76 -0.57 -0.0450
O -2.42 -0.65 -0.06 -0.0688
H -0.82 -0.58 1.31 0.1137
H -1.02 -2.09 0.46 0.1000
H -0.42 -0.66 -1.72 0.1159
H 0.84 -1.14 -0.65 0.1014
H -0.42 1.35 -0.90 0.0716
H -2.72 0.12 0.45 0.0390
C 2.77 4.46 -0.61 -0.2199
C 4.04 4.16 -1.40 -0.2114
O 3.77 4.20 -2.80 -0.0778
O 1.84 3.42 -0.73 -0.0980
H 2.30 5.40 -0.87 0.1198
H 3.06 4.51 0.45 0.1163
H 4.32 3.11 -1.24 0.1079
H 4.88 4.84 -1.23 0.1174
H 3.73 3.29 -3.10 0.0323
H 2.10 2.67 -0.17 0.0410
C -3.30 1.08 -3.01 -0.2224
C -4.58 1.34 -2.23 -0.2270
O -5.77 1.17 -3.01 -0.0636
O -2.90 -0.30 -3.10 -0.0703
H -2.54 1.68 -2.50 0.0941
H -3.30 1.44 -4.04 0.1238
H -4.49 2.38 -1.93 0.1119
H -4.67 0.71 -1.34 0.1123
H -6.57 1.35 -2.52 0.0770
H -2.73 -0.53 -2.19 0.0298
C 0.34 -0.93 6.30 -0.2192
C -0.67 -1.83 5.68 -0.2339
O -0.53 -1.94 4.26 -0.0879
O 0.14 -1.04 7.74 -0.0679
H -0.01 0.09 6.12 0.1065
H 1.37 -1.00 5.93 0.1294
H -1.69 -1.52 5.93 0.1276
H -0.56 -2.82 6.12 0.1260
H -0.99 -1.16 3.93 0.0461
H 0.64 -1.81 8.04 0.0827
```

Results
LUMO energy, Ha: 0.003
E_HOMO, eV: -9.15
HOMO-LUMO gap, Ha: 0.339
Energy relative to the best compared isomer or geometry (same formula, charge and spin), kcal per mole: 51.3
Energy, Eh: -2993.41388

---

6.
The following is a DFT calculation (the ωB97M-V functional and the def2-TZVPD basis) of 13 unconnected molecules or ions with the total composition C3H33NO14.

XYZ file:
```
51
Properties=species:S:1:pos:R:3:lowdin_charge:R:1
C 0.67 -1.03 0.85 -0.2244
O 0.22 -0.87 2.15 -0.1102
C -0.16 0.05 0.12 -0.3366
C 0.87 0.72 -0.74 -0.1676
O 0.39 1.48 -1.93 -0.1037
N -1.29 -0.38 -0.70 0.0588
H 1.80 -1.07 0.60 0.1083
H 0.20 -2.09 0.72 0.1307
H 0.80 -0.54 2.87 0.0936
H -0.63 0.67 0.93 0.1407
H 1.62 0.15 -1.18 0.0644
H 1.40 1.53 -0.17 0.1232
H -0.50 1.85 -1.83 0.0491
H -0.95 -0.72 -1.65 0.0744
H -1.83 -1.09 -0.21 0.0594
H 3.83 -1.52 -0.57 0.0161
H 3.61 -1.30 -2.10 0.0278
O 3.21 -1.65 -1.29 -0.0675
H 0.07 -3.31 -0.90 0.0552
H -0.32 -4.75 -0.73 0.0326
O -0.71 -3.88 -0.58 -0.1102
H -1.47 -1.87 -3.07 0.0372
H -0.97 -3.22 -3.43 0.0194
O -0.69 -2.49 -2.92 -0.0724
H -2.77 1.16 -1.63 -0.0149
H -2.93 2.31 -0.52 0.0023
O -2.88 2.10 -1.44 -0.0526
H -1.35 0.54 -3.81 0.1187
H -2.64 0.18 -3.00 -0.0650
O -2.20 -0.03 -3.75 -0.0274
H -2.43 -1.01 2.13 0.0297
H -3.41 -1.95 1.65 0.0974
O -3.18 -1.01 1.58 -0.0248
H -3.60 0.61 1.17 0.0131
H -4.55 1.87 1.18 0.0815
O -3.66 1.56 1.36 -0.0540
H 4.77 1.49 -1.02 0.1531
H 3.64 1.07 -2.15 0.0912
O 4.52 0.67 -1.73 -0.1884
H 2.86 1.00 3.19 -0.0139
H 2.04 1.92 2.20 -0.0793
O 2.35 1.15 2.49 0.0671
H -2.40 2.34 2.17 -0.0459
H -1.24 2.11 3.17 0.0683
O -1.77 2.80 2.71 -0.0558
H 2.93 -1.83 1.53 -0.0067
H 3.16 -3.23 2.05 0.0183
O 3.61 -2.49 1.71 -0.0253
H 0.02 3.06 2.10 0.0190
H 1.03 4.19 2.29 0.0472
O 0.92 3.37 1.83 -0.0509
```

Results
LUMO energy, Ha: 0.006
E_HOMO, eV: -9.20
HOMO-LUMO gap, Ha: 0.344
Energy relative to the best compared isomer or geometry (same formula, charge and spin), kcal per mole: 126.4
Energy, Eh: -1242.07817